1.
{"formula": "C32H56BeCaCsF6N5O8P2S", "method": "ωB97M-V/def2-TZVPD", "symbols": ["C", "C", "C", "C", "C", "C", "C", "C", "O", "C", "C", "C", "O", "O", "C", "C", "O", "C", "N", "S", "N", "C", "C", "P", "N", "O", "H", "H", "H", "H", "H", "H", "H", "H", "H", "H", "H", "H", "H", "H", "H", "H", "H", "H", "H", "H", "Be", "C", "C", "C", "C", "C", "C", "N", "O", "C", "C", "C", "H", "H", "H", "H", "H", "H", "H", "H", "H", "H", "H", "H", "H", "H", "H", "H", "H", "H", "F", "P", "F", "F", "F", "F", "F", "Cs", "C", "C", "C", "O", "H", "H", "H", "H", "H", "H", "H", "C", "C", "C", "O", "C", "N", "H", "H", "H", "H", "H", "H", "H", "H", "H", "H", "H", "Ca"], "coordinates": [[-3.92, -5.81, 4.83], [-3.94, -4.76, 3.68], [-4.50, -5.44, 2.40], [-6.03, -5.36, 2.30], [-3.73, -5.00, 1.16], [-4.01, -3.77, 0.44], [-5.11, -2.84, 0.93], [-6.48, -3.11, 0.23], [-6.62, -2.99, -0.95], [-3.33, -3.38, -0.69], [-3.65, -2.11, -1.47], [-2.65, -0.99, -1.17], [-1.62, -0.87, -1.70], [-3.10, -0.04, -0.15], [-2.62, -0.32, 1.07], [-1.22, -0.76, 1.31], [-3.37, -0.19, 2.06], [-2.28, -4.19, -1.18], [-1.50, -3.97, -2.25], [-0.50, -5.23, -2.30], [-0.97, -6.06, -1.02], [-1.99, -5.38, -0.46], [-2.70, -5.79, 0.71], [-2.18, -7.37, 1.58], [-0.49, -7.10, 1.85], [-2.27, -8.59, 0.50], [-4.72, -6.52, 4.68], [-3.97, -5.35, 5.82], [-3.00, -6.39, 4.71], [-4.52, -3.87, 3.96], [-2.90, -4.52, 3.47], [-4.27, -6.50, 2.52], [-6.44, -4.41, 2.65], [-6.53, -6.15, 2.85], [-6.32, -5.50, 1.26], [-4.83, -1.80, 0.68], [-5.29, -2.90, 2.02], [-7.32, -3.46, 0.86], [-3.61, -2.29, -2.54], [-4.65, -1.76, -1.27], [-1.25, -1.78, 1.68], [-0.79, -0.07, 2.12], [-0.59, -0.63, 0.44], [0.07, -7.72, 1.27], [-0.23, -6.14, 1.67], [-2.16, -8.33, -0.42], [0.14, -0.68, 3.73], [-1.51, 6.70, 1.96], [-1.23, 5.44, 1.10], [-1.34, 5.81, -0.39], [-0.22, 6.71, -0.93], [1.12, 6.53, -0.20], [1.29, 5.18, 0.52], [0.14, 4.99, 1.46], [0.20, 3.99, 2.14], [2.58, 5.27, 1.33], [1.43, 4.05, -0.49], [-2.31, 4.41, 1.41], [-1.46, 6.46, 3.02], [-2.50, 7.09, 1.75], [-0.79, 7.49, 1.76], [-1.38, 4.89, -0.98], [-2.30, 6.30, -0.55], [-0.09, 6.50, -2.00], [-0.52, 7.75, -0.88], [1.93, 6.70, -0.90], [1.21, 7.34, 0.53], [2.50, 6.03, 2.12], [3.41, 5.56, 0.68], [2.84, 4.32, 1.80], [2.29, 4.25, -1.15], [0.56, 3.94, -1.15], [1.61, 3.09, -0.01], [-3.28, 4.84, 1.16], [-2.33, 4.14, 2.47], [-2.17, 3.51, 0.82], [3.93, 8.74, -4.20], [2.94, 7.46, -4.30], [2.31, 6.18, -3.41], [1.49, 7.46, -5.06], [3.39, 7.33, -5.86], [2.19, 8.35, -3.11], [4.24, 6.50, -3.99], [2.73, 4.16, -2.66], [4.13, 1.76, 3.27], [3.73, 0.41, 2.66], [4.27, 0.35, 1.22], [2.37, 0.29, 2.66], [3.70, 2.59, 2.70], [3.80, 1.84, 4.31], [5.22, 1.89, 3.27], [4.30, -0.36, 3.22], [3.84, 1.16, 0.63], [4.02, -0.61, 0.75], [5.35, 0.46, 1.20], [6.12, -3.57, -4.26], [4.78, -3.08, -3.72], [4.38, -1.69, -4.24], [5.06, -0.61, -3.64], [6.35, -0.35, -4.17], [4.80, -3.14, -2.26], [6.96, -3.10, -3.76], [6.21, -4.65, -4.10], [6.21, -3.39, -5.33], [4.01, -3.78, -4.07], [3.32, -1.54, -3.99], [4.46, -1.63, -5.33], [6.40, -0.55, -5.24], [7.12, -0.94, -3.65], [6.58, 0.70, -4.00], [3.88, -2.92, -1.90], [5.38, -2.37, -1.93], [-5.65, -0.45, 1.99]], "lowdin_charge": [-0.07, -0.20, -0.36, -0.04, -0.13, -0.09, -0.19, -0.24, 0.12, -0.08, -0.01, -0.35, 0.23, 0.08, -0.49, -0.04, -0.12, -0.32, -0.19, 1.11, -0.23, -0.34, -0.19, 0.88, -0.17, -0.28, 0.08, 0.08, 0.07, 0.09, 0.11, 0.06, 0.06, 0.10, 0.09, 0.00, 0.08, 0.13, 0.15, 0.10, 0.08, -0.03, 0.10, 0.04, 0.02, 0.05, 0.51, 0.02, -0.46, -0.12, -0.13, -0.12, -0.44, 0.02, 0.20, 0.02, -0.26, -0.02, 0.10, 0.11, 0.10, 0.11, 0.14, 0.12, 0.13, 0.11, 0.13, 0.11, 0.11, 0.07, -0.38, 0.08, 0.11, 0.10, 0.09, 0.09, -0.15, 0.36, -0.68, -0.18, -0.17, -0.19, -0.23, 1.84, -0.08, -0.64, -0.08, -0.38, 0.04, 0.07, 0.08, 0.13, 0.05, 0.06, 0.08, -0.07, -0.43, -0.22, -0.20, -0.09, 0.04, 0.07, 0.08, 0.08, 0.13, 0.11, 0.12, 0.09, 0.08, 0.09, 0.06, 0.07, 1.65], "lumo_energy_ev": -8.3, "charge": 2, "homo_lumo_gap_ev": 2.13}


2.
{"formula": "C32H56Cl2N5O4P", "method": "ωB97M-V/def2-TZVPD", "symbols": ["C", "C", "C", "C", "C", "C", "N", "N", "N", "C", "Cl", "C", "C", "C", "O", "O", "C", "C", "O", "C", "N", "C", "C", "C", "C", "C", "C", "P", "O", "Cl", "N", "C", "H", "H", "H", "H", "H", "H", "H", "H", "H", "H", "H", "H", "H", "H", "H", "H", "H", "H", "H", "H", "H", "H", "H", "H", "H", "H", "H", "H", "C", "C", "C", "C", "C", "C", "H", "H", "H", "H", "H", "H", "H", "H", "H", "H", "H", "H", "H", "H", "C", "C", "C", "C", "C", "C", "H", "H", "H", "H", "H", "H", "H", "H", "H", "H", "H", "H", "H", "H"], "coordinates": [[5.73, 2.22, 1.15], [6.18, 1.37, -0.05], [5.09, 1.32, -1.09], [5.05, 2.12, -2.21], [6.20, 3.06, -2.50], [7.36, 2.47, -3.34], [7.76, 1.10, -2.97], [7.00, 2.49, -4.75], [8.51, 3.35, -3.17], [3.90, 2.05, -3.06], [3.81, 3.13, -4.41], [2.86, 1.19, -2.85], [1.65, 1.09, -3.72], [0.38, 1.65, -3.13], [-0.69, 1.60, -3.67], [0.57, 2.20, -1.90], [-0.48, 2.97, -1.39], [-1.11, 2.34, -0.19], [-0.77, 4.02, -1.87], [2.93, 0.34, -1.73], [1.90, -0.53, -1.51], [1.95, -1.30, -0.47], [0.83, -2.27, -0.21], [-0.40, -2.11, -1.11], [-1.66, -2.04, -0.21], [-0.55, -3.26, -2.11], [3.06, -1.21, 0.44], [3.20, -2.36, 1.89], [4.57, -1.81, 2.53], [1.82, -1.44, 3.14], [4.05, -0.38, 0.26], [4.02, 0.41, -0.85], [5.93, 3.27, 0.95], [4.67, 2.11, 1.34], [6.30, 1.94, 2.03], [6.37, 0.36, 0.28], [7.07, 1.82, -0.47], [5.83, 3.90, -3.07], [6.59, 3.47, -1.58], [7.00, 0.44, -3.06], [8.18, 1.04, -2.06], [6.22, 1.85, -4.90], [7.77, 2.05, -5.23], [8.91, 3.55, -4.08], [9.24, 2.87, -2.65], [1.44, 0.05, -3.98], [1.80, 1.62, -4.65], [-1.80, 1.56, -0.52], [-0.36, 1.88, 0.45], [-1.67, 3.10, 0.35], [1.21, -3.30, -0.26], [0.52, -2.13, 0.82], [-0.37, -1.18, -1.67], [-1.58, -2.82, 0.54], [-1.65, -1.06, 0.26], [-2.57, -2.14, -0.79], [0.02, -3.08, -3.03], [-1.59, -3.35, -2.42], [-0.25, -4.22, -1.69], [4.48, -0.96, 2.97], [-8.82, -1.63, 1.13], [-7.54, -2.12, 1.80], [-6.29, -1.90, 0.96], [-6.28, -2.64, -0.38], [-6.43, -4.15, -0.29], [-5.30, -4.83, 0.48], [-9.02, -2.15, 0.20], [-9.69, -1.78, 1.78], [-8.76, -0.56, 0.91], [-7.65, -3.18, 2.05], [-7.42, -1.60, 2.75], [-5.41, -2.20, 1.54], [-6.18, -0.83, 0.76], [-5.34, -2.41, -0.89], [-7.07, -2.24, -1.03], [-6.46, -4.56, -1.31], [-7.39, -4.41, 0.16], [-4.34, -4.62, 0.01], [-5.44, -5.92, 0.49], [-5.26, -4.50, 1.51], [0.02, 1.76, 3.27], [-0.94, 1.09, 4.24], [-1.82, 0.03, 3.57], [-2.75, 0.56, 2.47], [-3.71, 1.66, 2.91], [-4.69, 1.21, 3.99], [-0.51, 2.30, 2.48], [0.66, 2.48, 3.78], [0.66, 1.00, 2.81], [-1.56, 1.85, 4.73], [-0.37, 0.61, 5.03], [-2.42, -0.47, 4.34], [-1.18, -0.74, 3.14], [-3.32, -0.28, 2.08], [-2.15, 0.92, 1.64], [-4.28, 1.99, 2.03], [-3.16, 2.53, 3.26], [-5.29, 0.36, 3.65], [-5.38, 2.01, 4.25], [-4.17, 0.91, 4.91]], "lowdin_charge": [-0.07, -0.19, -0.12, -0.16, -0.11, -0.66, 0.09, 0.07, 0.09, -0.49, 0.79, -0.18, -0.05, -0.45, 0.15, 0.09, -0.46, 0.02, 0.18, -0.14, 0.21, -0.24, -0.14, -0.40, -0.06, -0.07, -0.39, 0.61, -0.37, 0.28, 0.14, -0.14, 0.07, 0.07, 0.07, 0.11, 0.08, 0.09, 0.11, 0.08, 0.06, 0.05, 0.08, 0.07, 0.07, 0.13, 0.10, 0.10, 0.07, 0.10, 0.12, 0.06, 0.11, 0.08, 0.06, 0.07, 0.08, 0.07, 0.08, 0.04, -0.11, -0.27, -0.24, -0.23, -0.27, -0.11, 0.06, 0.07, 0.08, 0.10, 0.10, 0.09, 0.11, 0.10, 0.10, 0.10, 0.10, 0.07, 0.07, 0.07, -0.11, -0.26, -0.22, -0.23, -0.26, -0.10, 0.04, 0.08, 0.02, 0.10, 0.10, 0.11, 0.08, 0.10, 0.06, 0.11, 0.10, 0.07, 0.07, 0.07], "lumo_energy_ev": -0.7, "smiles": "CCc1c(CC(N)(N)N)c(Cl)c(CC(=O)OC(C)=O)c2nc(CC(C)C)c(P(O)Cl)nc12.CCCCCC.CCCCCC", "homo_lumo_gap_ev": 8.34}


Sequential DFT total energy output: -4520.29663 -3089.52331 Ha
Sequential E_HOMO output: -10.43 -9.07 eV